Entry from the Open Molecules 2025 dataset: a molecular structure, C27H28AsFeN8O6PS (the ωB97M-V functional and the def2-TZVPD basis).

Atoms and positions in Å:
Fe (0.046, 0.217, -0.650)
C (-5.353, 1.830, -1.533)
N (-4.203, 0.942, -1.437)
C (-4.234, -0.417, -1.602)
C (-2.947, -0.854, -1.488)
N (-2.132, 0.219, -1.257)
C (-2.915, 1.291, -1.225)
P (-2.316, 3.004, -1.056)
C (-1.385, 2.765, 0.492)
N (-0.611, 1.725, 0.789)
C (-0.106, 1.957, 2.039)
C (-0.593, 3.142, 2.502)
N (-1.399, 3.643, 1.516)
C (-2.153, 4.888, 1.595)
C (-0.919, 2.806, -2.197)
N (0.057, 1.926, -2.024)
C (0.854, 1.995, -3.136)
C (0.354, 2.949, -3.971)
N (-0.764, 3.459, -3.366)
C (-1.622, 4.503, -3.909)
H (-6.253, 1.242, -1.377)
H (-5.299, 2.597, -0.765)
H (-5.397, 2.297, -2.515)
H (-5.150, -0.948, -1.791)
H (-2.571, -1.864, -1.549)
H (0.579, 1.280, 2.518)
H (-0.436, 3.663, 3.429)
H (-1.818, 5.431, 2.474)
H (-1.969, 5.498, 0.714)
H (-3.218, 4.685, 1.686)
H (1.701, 1.343, -3.273)
H (0.687, 3.298, -4.933)
H (-1.271, 4.745, -4.908)
H (-2.650, 4.153, -3.976)
H (-1.576, 5.397, -3.290)
N (2.649, 0.531, 1.514)
C (2.420, -0.579, 2.306)
C (3.353, -0.958, 3.255)
C (3.134, -2.010, 4.150)
C (1.956, -2.702, 4.114)
C (0.974, -2.346, 3.167)
C (-0.273, -3.018, 3.153)
C (-1.238, -2.635, 2.277)
C (-0.934, -1.594, 1.383)
N (0.216, -0.963, 1.323)
C (1.193, -1.303, 2.236)
H (3.589, 0.891, 1.589)
H (2.344, 0.478, 0.545)
H (4.286, -0.409, 3.298)
H (3.902, -2.264, 4.868)
H (1.751, -3.512, 4.801)
H (-0.436, -3.827, 3.854)
H (-2.202, -3.118, 2.219)
H (-1.694, -1.301, 0.666)
O (4.406, -0.575, -1.382)
As (2.765, -1.030, -1.826)
O (2.564, -0.902, -3.421)
O (1.887, 0.196, -0.948)
C (2.559, -2.638, -0.771)
C (3.655, -3.004, 0.001)
C (3.586, -4.109, 0.842)
C (2.427, -4.857, 0.911)
C (1.324, -4.498, 0.146)
C (1.390, -3.399, -0.690)
S (-0.069, -3.004, -1.627)
O (-1.198, -3.480, -0.864)
O (0.084, -3.475, -2.963)
O (-0.039, -1.489, -1.602)
H (4.862, -0.325, -2.196)
H (4.565, -2.425, -0.054)
H (4.445, -4.376, 1.444)
H (2.373, -5.719, 1.563)
H (0.404, -5.063, 0.195)

Results
LUMO (spin up / spin down) = -2.525 / -3.864 eV
electronic energy = -168006.55518 eV
HOMO (spin up / spin down) = -10.1 / -10.1 eV
net charge = +1
2S+1 = 6

Mulliken atomic charges, in units of e: 2.24 -0.83 0.20 -0.75 -0.67 0.55 -0.02 -0.45 -0.01 0.53 -0.56 -0.79 0.15 -0.80 0.16 0.28 -0.61 -0.65 0.17 -0.80 0.32 0.35 0.31 0.48 0.43 0.39 0.44 0.32 0.33 0.31 0.42 0.46 0.32 0.31 0.33 -0.23 0.06 -0.67 -0.92 -1.05 1.46 -1.15 -1.00 -0.03 1.14 -0.02 0.31 -0.09 0.39 0.42 0.45 0.42 0.53 0.00 -0.65 0.98 -0.75 -0.68 0.23 -0.50 -0.66 -0.73 -0.72 0.18 1.46 -0.73 -0.76 -0.82 0.32 0.55 0.44 0.44 0.55